Formula: C62H56CaCl4N13O2S
Source: the OMol25 dataset
Level of theory: ωB97M-V with the def2-TZVPD basis set

Cartesian coordinates (Å):
Ca: 0.7240 0.7726 0.3015
Cl: 7.6108 -5.8028 2.0238
C: 6.4219 -4.5691 1.6873
C: 6.8036 -3.2387 1.6846
C: 5.8548 -2.2661 1.4126
C: 4.5290 -2.6005 1.1406
C: 4.1786 -3.9477 1.1592
C: 5.1144 -4.9360 1.4299
C: 3.5402 -1.5224 0.8222
C: 3.2718 -0.6028 1.8525
C: 3.7519 -0.7320 3.2165
C: 3.4252 0.4152 3.8528
C: 2.7470 1.2522 2.8784
C: 2.3181 2.5703 3.1125
C: 2.6712 3.1731 4.4276
C: 3.9992 3.3237 4.8196
C: 4.3292 3.8822 6.0449
C: 3.3154 4.2950 6.8915
Cl: 3.7214 4.9942 8.4384
C: 1.9855 4.1615 6.5320
C: 1.6750 3.6016 5.3024
C: 1.6085 3.3903 2.2164
N: 1.0957 2.9934 1.0286
C: 0.5113 4.0694 0.4524
C: -0.0631 4.1124 -0.8359
C: -0.7912 5.3637 -1.1899
C: -0.3606 6.1929 -2.2226
C: -1.0482 7.3518 -2.5490
C: -2.1824 7.6871 -1.8304
Cl: -3.0588 9.1393 -2.2407
C: -2.6325 6.8904 -0.7922
C: -1.9314 5.7359 -0.4799
C: 0.0449 3.1237 -1.8277
C: -0.4587 3.2303 -3.1864
C: 0.0308 2.1681 -3.8650
C: 0.8050 1.3883 -2.9156
N: 0.7470 1.9715 -1.6937
C: 1.5686 0.2562 -3.2415
C: 2.2765 -0.5701 -2.3513
C: 3.1526 -1.6551 -2.7557
C: 3.6696 -2.1829 -1.6211
C: 3.1217 -1.4148 -0.5175
N: 2.2518 -0.4879 -0.9967
C: 1.7112 -0.0437 -4.7012
C: 2.6261 0.6659 -5.4746
C: 2.7827 0.4012 -6.8264
C: 2.0072 -0.5848 -7.4115
Cl: 2.1960 -0.9257 -9.1136
C: 1.0837 -1.3013 -6.6728
C: 0.9436 -1.0248 -5.3198
C: 0.6379 5.2181 1.3335
C: 1.3240 4.8002 2.4214
N: 2.6283 0.5824 1.7060
H: 7.8306 -2.9710 1.8897
H: 6.1427 -1.2225 1.4039
H: 3.1543 -4.2350 0.9803
H: 4.8299 -5.9789 1.4481
H: 4.2564 -1.5910 3.6287
H: 3.6047 0.6637 4.8861
H: 4.7852 3.0063 4.1457
H: 5.3624 4.0017 6.3403
H: 1.2064 4.4851 7.2078
H: 0.6371 3.4830 5.0161
H: 0.5350 5.9284 -2.7705
H: -0.7065 7.9936 -3.3490
H: -3.5197 7.1685 -0.2409
H: -2.2744 5.1065 0.3324
H: -1.0975 4.0107 -3.5673
H: -0.1242 1.9228 -4.9034
H: 3.3654 -1.9466 -3.7720
H: 4.3885 -2.9827 -1.5372
H: 3.2238 1.4358 -5.0034
H: 3.4970 0.9512 -7.4227
H: 0.4818 -2.0620 -7.1499
H: 0.2136 -1.5702 -4.7394
H: 0.2888 6.2164 1.1253
H: 1.6395 5.3969 3.2617
N: -8.2719 0.9947 -3.2788
C: -7.3725 0.4404 -2.3618
C: -6.4591 1.2537 -1.6915
C: -5.6037 0.7117 -0.7497
C: -5.6404 -0.6475 -0.4732
C: -6.5404 -1.4636 -1.1371
C: -7.4062 -0.9218 -2.0727
S: -4.5488 -1.3014 0.7567
O: -4.7377 -0.4757 1.9293
O: -4.8447 -2.7120 0.8827
N: -3.0744 -1.0065 0.2441
C: -2.6291 -1.5864 -0.8881
N: -1.3161 -1.3714 -1.1654
C: -0.8305 -2.0154 -2.2100
C: -1.5877 -2.8347 -3.0343
C: -2.9353 -2.9028 -2.7216
N: -3.4625 -2.2931 -1.6783
H: -7.9719 1.8657 -3.6877
H: -8.6198 0.3517 -3.9720
H: -6.4233 2.3146 -1.9102
H: -4.8964 1.3431 -0.2272
H: -6.5380 -2.5221 -0.9214
H: -8.1113 -1.5599 -2.5932
H: 0.2289 -1.8749 -2.3968
H: -1.1550 -3.3708 -3.8665
H: -3.6251 -3.4689 -3.3419
N: -1.6386 1.6575 0.7789
C: -1.8990 2.0665 2.1693
C: -1.8925 0.8838 3.1325
C: -0.6140 0.0557 3.1755
N: -0.3592 -0.6287 1.8973
H: -1.8317 2.4286 0.1476
H: -2.2721 0.8930 0.5267
H: -2.8697 2.5697 2.2649
H: -1.1281 2.7892 2.4598
H: -2.7363 0.2335 2.8934
H: -2.0740 1.2783 4.1377
H: -0.6939 -0.6634 3.9997
H: 0.2379 0.7038 3.4111
H: -1.2507 -0.9158 1.4868
H: 0.1404 -1.5076 2.0342
C: -2.6818 -5.1463 0.8887
N: -1.5572 -4.4614 1.4959
C: -1.8915 -3.6139 2.6236
C: -0.3471 -4.3310 0.8922
N: 0.4736 -3.4112 1.2526
N: -0.1108 -5.2883 -0.1327
C: 0.8752 -4.9063 -1.1229
C: 0.1182 -6.6269 0.3797
H: -3.5299 -4.4603 0.8327
H: -2.9770 -6.0195 1.4821
H: -2.4250 -5.4693 -0.1167
H: -2.4688 -4.1928 3.3480
H: -2.4967 -2.7617 2.3010
H: -0.9817 -3.2563 3.0963
H: 1.3297 -3.4390 0.7173
H: 1.9132 -5.0189 -0.7722
H: 0.7268 -3.8750 -1.4124
H: 0.7536 -5.5378 -2.0056
H: -0.6462 -6.8819 1.1122
H: 1.1041 -6.7196 0.8616
H: 0.0666 -7.3493 -0.4369

The LUMO energy is 1.05 eV. As for the spin multiplicity: 1. The energy is -168041.5963 eV. The net charge is -1. The calculation puts the frontier orbital gap at 5.635 eV. The calculation puts the highest occupied orbital energy at -0.1683 Eh.

Löwdin population analysis, charges in e, atoms 1 to 8: 1.317 0.634 -0.671 -0.101 -0.023 -0.202 -0.020 -0.097

Formula: C62H60AsFGeInO4P4S4
Source: the OMol25 dataset
Level of theory: ωB97M-V with the def2-TZVPD basis set

Cartesian coordinates (Å):
In: 1.2149 -0.5100 -0.9154
F: -5.3271 1.2567 0.6793
Ge: -3.5660 0.9029 0.9139
C: -3.8601 -0.5759 2.1631
C: -4.8682 -0.3986 3.1139
C: -5.2132 -1.4329 3.9662
C: -4.5735 -2.6714 3.8487
C: -3.5805 -2.8435 2.9005
C: -3.1979 -1.7859 2.0702
P: -1.8851 -1.9661 0.7678
C: -2.5348 -3.5277 -0.0099
C: -1.7963 -4.6832 -0.2387
C: -2.3910 -5.8069 -0.8030
C: -3.7322 -5.7973 -1.1438
C: -4.4800 -4.6460 -0.9297
C: -3.8832 -3.5257 -0.3790
C: -0.4389 -2.5638 1.7180
C: -0.3415 -2.5221 3.1060
C: 0.8181 -2.9392 3.7452
C: 1.9016 -3.3931 3.0085
C: 1.8246 -3.4191 1.6225
C: 0.6687 -2.9968 0.9862
C: -3.3304 2.5220 2.0410
C: -4.4884 3.1497 2.5223
C: -4.4109 4.0364 3.5848
C: -3.1855 4.2850 4.2025
C: -2.0409 3.6858 3.7114
C: -2.0995 2.8286 2.6095
P: -0.5644 2.1523 1.8335
C: 0.3559 3.7361 1.5529
C: 1.7076 3.6687 1.1970
C: 2.4641 4.8197 1.0324
C: 1.8790 6.0655 1.1914
C: 0.5277 6.1487 1.4815
C: -0.2306 4.9983 1.6473
C: 0.2306 1.4958 3.3647
C: -0.5394 0.5830 4.0895
C: -0.0746 0.0458 5.2768
C: 1.1811 0.4021 5.7522
C: 1.9622 1.2859 5.0261
C: 1.4940 1.8299 3.8355
C: -3.4661 0.2491 -0.9544
C: -4.6217 -0.5175 -1.1402
C: -5.0495 -0.9259 -2.3930
C: -4.3211 -0.5438 -3.4995
C: -3.1414 0.1580 -3.3238
C: -2.6781 0.5393 -2.0623
P: -1.0027 1.2772 -1.9186
C: -1.3561 3.0588 -1.7080
C: -0.2982 3.9417 -1.9398
C: -0.5323 5.3024 -2.0018
C: -1.8156 5.7980 -1.8037
C: -2.8545 4.9321 -1.5127
C: -2.6277 3.5621 -1.4638
C: -0.4636 1.3718 -3.6818
C: 0.3451 0.3683 -4.1989
C: 0.7416 0.3750 -5.5285
C: 0.3394 1.4026 -6.3634
C: -0.4722 2.4143 -5.8628
C: -0.8717 2.3986 -4.5375
H: -5.3828 0.5486 3.1792
H: -5.9859 -1.2856 4.7101
H: -4.8621 -3.4984 4.4852
H: -3.0998 -3.8080 2.7894
H: -0.7488 -4.7279 0.0243
H: -1.7910 -6.6892 -0.9869
H: -4.1895 -6.6762 -1.5799
H: -5.5276 -4.6183 -1.2022
H: -4.4703 -2.6291 -0.2351
H: -1.1676 -2.1576 3.7051
H: 0.8715 -2.9046 4.8263
H: 2.8102 -3.7032 3.5077
H: 2.6691 -3.7471 1.0311
H: 0.6365 -2.9861 -0.0998
H: -5.4415 2.9304 2.0754
H: -5.3123 4.5125 3.9507
H: -3.1259 4.9525 5.0531
H: -1.0808 3.8945 4.1671
H: 2.1902 2.7036 1.0600
H: 3.5131 4.7204 0.7895
H: 2.4687 6.9659 1.0724
H: 0.0489 7.1161 1.5761
H: -1.2816 5.1034 1.8558
H: -1.5230 0.3038 3.7224
H: -0.6933 -0.6481 5.8327
H: 1.5531 -0.0141 6.6796
H: 2.9476 1.5563 5.3832
H: 2.1268 2.5069 3.2812
H: -5.2310 -0.7676 -0.2834
H: -5.9515 -1.5160 -2.4927
H: -4.6427 -0.8096 -4.4988
H: -2.5679 0.4111 -4.2026
H: 0.7025 3.5534 -2.0987
H: 0.2866 5.9786 -2.2073
H: -2.0002 6.8629 -1.8657
H: -3.8531 5.3150 -1.3402
H: -3.4565 2.8947 -1.2789
H: 0.6611 -0.4549 -3.5821
H: 1.3719 -0.4229 -5.8992
H: 0.6493 1.4171 -7.4007
H: -0.7971 3.2214 -6.5072
H: -1.5279 3.1806 -4.1775
S: 5.2459 -1.0121 -0.2114
As: 3.9535 0.5985 0.1056
S: 2.1294 -0.1623 1.2738
S: 2.8030 1.0955 -1.8104
S: 4.7813 2.3013 0.9779
C: -0.7370 -4.9760 -4.8461
C: -1.1660 -3.5886 -4.3855
C: -1.6716 -2.7691 -5.5624
C: -2.2284 -3.6907 -3.2910
O: -0.0160 -2.8530 -3.9013
P: 0.6490 -3.0936 -2.4697
O: 0.7018 -4.5083 -2.0734
O: -0.0040 -2.0826 -1.4937
O: 2.0691 -2.3903 -2.6894
C: 3.2197 -3.0299 -3.3490
C: 3.8896 -3.9491 -2.3409
C: 4.1340 -1.8844 -3.7463
C: 2.7778 -3.8052 -4.5846
H: -1.6133 -5.5395 -5.1701
H: -0.2526 -5.5048 -4.0259
H: -0.0376 -4.9000 -5.6805
H: -2.5906 -3.2089 -5.9534
H: -0.9232 -2.7440 -6.3557
H: -1.8721 -1.7454 -5.2455
H: -3.1215 -4.1862 -3.6734
H: -2.4963 -2.6986 -2.9242
H: -1.8414 -4.2685 -2.4472
H: 4.3263 -3.3610 -1.5348
H: 4.6820 -4.5157 -2.8345
H: 3.1592 -4.6470 -1.9312
H: 4.5176 -1.3782 -2.8620
H: 3.5930 -1.1583 -4.3567
H: 4.9774 -2.2781 -4.3164
H: 2.2078 -4.6951 -4.3133
H: 3.6697 -4.1099 -5.1315
H: 2.1619 -3.1816 -5.2346

The LUMO energy is 2.17 eV. As for the spin multiplicity: 1. The energy is -279210.8010 eV. The net charge is -1. The calculation puts the frontier orbital gap at 6.912 eV. The calculation puts the highest occupied orbital energy at -0.1742 Eh.

Löwdin population analysis, charges in e, atoms 1 to 8: 0.167 -0.312 0.959 -0.280 -0.090 -0.075 -0.072 -0.093

Formula: C62H63AlCl2NOP2Si
Source: the OMol25 dataset
Level of theory: ωB97M-V with the def2-TZVPD basis set

Cartesian coordinates (Å):
Al: -0.1223 0.2366 0.1422
C: 0.2784 0.6579 2.0630
Si: -1.2628 0.7688 3.1063
C: -2.5015 1.3160 1.7654
N: -2.3313 0.6315 0.4582
C: -3.1675 -0.6042 0.3735
C: -4.5277 -0.4213 -0.3141
C: -5.1505 0.9417 -0.0313
C: -4.1916 2.0568 -0.4857
C: -2.7497 1.5585 -0.6248
C: -1.7028 -0.8492 3.9646
C: -3.0243 -1.1987 4.2475
C: -3.3277 -2.3350 4.9820
C: -2.3063 -3.1441 5.4602
C: -0.9837 -2.8110 5.2008
C: -0.6897 -1.6744 4.4593
C: -1.2337 2.1067 4.4301
C: -1.2395 1.7796 5.7873
C: -1.1868 2.7633 6.7637
C: -1.1272 4.1003 6.3997
C: -1.1206 4.4475 5.0559
C: -1.1674 3.4593 4.0856
H: 1.0437 0.0568 2.5580
H: 0.6704 1.6828 2.0208
H: -2.2661 2.3730 1.6081
H: -3.5409 1.2812 2.0992
H: -3.3066 -0.9879 1.3840
H: -2.6233 -1.3576 -0.1945
H: -5.1945 -1.2194 0.0144
H: -4.4056 -0.5268 -1.3950
H: -5.3748 1.0284 1.0336
H: -6.0992 1.0277 -0.5612
H: -4.2272 2.8971 0.2084
H: -4.4999 2.4396 -1.4606
H: -2.0633 2.4005 -0.6391
H: -2.6177 1.0324 -1.5660
H: -3.8335 -0.5635 3.9006
H: -4.3591 -2.5882 5.1911
H: -2.5403 -4.0258 6.0425
H: -0.1810 -3.4287 5.5856
H: 0.3494 -1.4144 4.2760
H: -1.2902 0.7385 6.0859
H: -1.1895 2.4854 7.8099
H: -1.0868 4.8695 7.1598
H: -1.0742 5.4894 4.7659
H: -1.1488 3.7506 3.0397
O: 2.3240 -1.7936 -2.4691
C: 1.7622 -2.2523 -3.6313
C: 2.3851 -3.0030 -4.6245
C: 1.6868 -3.3660 -5.7635
C: 0.3617 -3.0006 -5.9320
C: -0.2736 -2.3066 -4.9198
C: 0.4067 -1.9440 -3.7628
P: -0.5862 -1.1446 -2.4037
C: -1.2103 0.1830 -3.5243
C: -2.5041 0.4339 -3.9656
C: -2.7463 1.4285 -4.9052
C: -1.7055 2.1983 -5.3933
C: -0.4152 1.9850 -4.9264
C: -0.1721 0.9872 -4.0016
C: -1.7314 -2.5987 -2.3186
C: -3.0500 -2.6951 -2.7445
C: -3.7425 -3.8961 -2.6447
C: -3.1275 -5.0208 -2.1242
C: -1.7972 -4.9501 -1.7322
C: -1.1098 -3.7550 -1.8339
C: 3.6536 -1.7484 -2.1267
C: 4.7464 -2.1179 -2.9044
C: 6.0235 -2.0714 -2.3669
C: 6.2374 -1.6496 -1.0657
C: 5.1582 -1.2161 -0.3182
C: 3.8721 -1.2431 -0.8432
P: 2.4955 -0.5492 0.1860
C: 3.3154 1.0662 0.5014
C: 3.8769 1.6800 -0.6218
C: 4.5466 2.8850 -0.5142
C: 4.6413 3.5241 0.7149
C: 4.0367 2.9558 1.8229
C: 3.3732 1.7405 1.7164
C: 2.8101 -1.7094 1.5878
C: 2.6588 -3.0571 1.2430
C: 2.8041 -4.0590 2.1850
C: 3.1027 -3.7312 3.5028
C: 3.2822 -2.4040 3.8510
C: 3.1371 -1.3984 2.9009
H: 3.4000 -3.3443 -4.5241
H: 2.1891 -3.9511 -6.5221
H: -0.1791 -3.2718 -6.8280
H: -1.3171 -2.0428 -5.0275
H: -3.3475 -0.1278 -3.5924
H: -3.7560 1.5921 -5.2591
H: -1.8959 2.9620 -6.1358
H: 0.4011 2.5933 -5.2944
H: 0.8352 0.8249 -3.6358
H: -3.5607 -1.8516 -3.1805
H: -4.7652 -3.9474 -2.9952
H: -3.6695 -5.9530 -2.0387
H: -1.2925 -5.8335 -1.3615
H: -0.0613 -3.7150 -1.5585
H: 4.6466 -2.4153 -3.9330
H: 6.8605 -2.3710 -2.9831
H: 7.2334 -1.6337 -0.6453
H: 5.3082 -0.8375 0.6851
H: 3.7992 1.2056 -1.5925
H: 5.0021 3.3270 -1.3910
H: 5.1755 4.4608 0.8041
H: 4.0777 3.4592 2.7802
H: 2.8978 1.3437 2.6004
H: 2.4429 -3.3202 0.2120
H: 2.7032 -5.0972 1.8938
H: 3.2116 -4.5102 4.2459
H: 3.5460 -2.1421 4.8677
H: 3.3050 -0.3755 3.2041
Cl: -0.3338 -2.1665 0.7814
C: -0.8629 -3.5883 1.7350
Cl: -2.6024 -3.8379 1.6547
H: -0.5802 -3.4038 2.7634
H: -0.3616 -4.4502 1.3082
C: 0.7705 5.1845 -0.2003
C: 0.5733 4.3928 -1.5022
C: 1.7787 4.6104 -2.4230
C: -0.7174 4.8446 -2.1996
C: 0.4511 2.9687 -1.1643
C: 0.2937 1.7869 -0.9334
H: 0.8793 6.2470 -0.4251
H: 1.6643 4.8409 0.3227
H: -0.0886 5.0576 0.4608
H: 1.8746 5.6693 -2.6690
H: 1.6666 4.0408 -3.3472
H: 2.6896 4.2842 -1.9274
H: -0.6500 5.9026 -2.4595
H: -1.5810 4.7048 -1.5468
H: -0.8852 4.2700 -3.1094

The LUMO energy is -2.35 eV. As for the spin multiplicity: 1. The energy is -126947.0869 eV. The net charge is +1. The calculation puts the frontier orbital gap at 8.239 eV. The calculation puts the highest occupied orbital energy at -0.3892 Eh.

Löwdin population analysis, charges in e, atoms 1 to 8: 0.015 -0.289 0.659 -0.191 -0.200 -0.194 -0.156 -0.176